Entry 1:
Below is 19 unconnected molecules or ions with the total composition C34H53BCl54NO2 in a non-equilibrium geometry, with properties calculated with wB97M-V/def2-TZVPD.

As for the charge: +1. The value obtained for the LUMO energy is -2.6 eV. The value obtained for the HOMO energy is -0.4354 Ha. The energy is -718576.7056 eV.

Bonds (Å) are listed after each position.
Atoms and positions in Å:
1 C -4.292 2.723 -2.376  C2 1.644, H21 1.176, H22 1.187, H23 1.192
2 C -3.694 1.232 -2.024  C1 1.644, B3 1.675, H24 1.188, H25 1.183
3 B -2.364 0.942 -3.000  C2 1.675, O4 1.476, N5 1.541
4 O -2.485 0.516 -4.409  B3 1.476, H26 1.017
5 N -0.952 1.080 -2.399  B3 1.541, C6 1.537, C20 1.542, H27 1.057
6 C -0.814 2.044 -1.209  N5 1.537, C7 1.672, H28 1.193, H29 1.191
7 C 0.849 2.190 -1.109  C6 1.672, C8 1.652, H30 1.194, H31 1.170
8 C 1.557 1.444 -2.402  C7 1.652, C9 1.639, C20 1.672, H32 1.170
9 C 1.928 -0.149 -2.295  C8 1.639, C10 1.638, H33 1.174, H34 1.194
10 C 3.344 -0.489 -1.545  C9 1.638, C11 1.638, H35 1.172, H36 1.192
11 C 3.695 0.450 -0.249  C10 1.638, C12 1.640, H37 1.171, H38 1.194
12 C 3.013 -0.027 1.164  C11 1.640, C13 1.639, H39 1.190, H40 1.193
13 C 1.597 -0.839 1.015  C12 1.639, C14 1.672, H41 1.171, H42 1.171
14 C 1.076 -1.145 2.575  C13 1.672, C15 1.644, H43 1.171, H44 1.192
15 C -0.562 -1.183 2.712  C14 1.644, C16 1.655, H45 1.192, H46 1.194
16 C -1.335 -1.774 1.373  C15 1.655, C17 1.644, H47 1.177, H48 1.191
17 C -1.019 -3.365 1.106  C16 1.644, O18 1.477, H49 1.185, H50 1.192
18 O -0.075 -3.616 -0.002  C17 1.477, C19 1.501
19 C -0.700 -3.246 -1.316  O18 1.501, H51 1.179, H52 1.193, H53 1.174
20 C 0.198 1.401 -3.375  N5 1.542, C8 1.672, H54 1.192, H55 1.188
21 H -3.992 3.082 -3.455  C1 1.176
22 H -3.934 3.482 -1.536  C1 1.187
23 H -5.477 2.632 -2.303  C1 1.192
24 H -3.429 1.127 -0.871  C2 1.188
25 H -4.459 0.360 -2.256  C2 1.183
26 H -2.535 -0.500 -4.385  O4 1.017
27 H -0.867 0.151 -1.902  N5 1.057
28 H -1.330 3.108 -1.369  C6 1.193
29 H -1.162 1.428 -0.251  C6 1.191
30 H 1.336 1.945 -0.047  C7 1.194
31 H 1.028 3.331 -1.295  C7 1.170
32 H 2.320 2.206 -2.855  C8 1.170
33 H 1.090 -0.815 -1.816  C9 1.174
34 H 2.045 -0.538 -3.418  C9 1.194
35 H 4.224 -0.457 -2.317  C10 1.172
36 H 3.271 -1.619 -1.169  C10 1.192
37 H 3.476 1.592 -0.384  C11 1.171
38 H 4.875 0.365 -0.090  C11 1.194
39 H 2.765 0.968 1.769  C12 1.190
40 H 3.832 -0.690 1.723  C12 1.193
41 H 1.796 -1.863 0.485  C13 1.171
42 H 0.846 -0.176 0.407  C13 1.171
43 H 1.628 -2.077 3.019  C14 1.171
44 H 1.458 -0.207 3.203  C14 1.192
45 H -1.034 -0.153 3.083  C15 1.192
46 H -0.810 -1.959 3.584  C15 1.194
47 H -1.142 -1.077 0.444  C16 1.177
48 H -2.502 -1.698 1.595  C16 1.191
49 H -0.730 -3.914 2.115  C17 1.185
50 H -2.055 -3.855 0.774  C17 1.192
51 H -1.834 -3.558 -1.381  C19 1.179
52 H -0.668 -2.060 -1.452  C19 1.193
53 H -0.026 -3.708 -2.159  C19 1.174
54 H 0.128 2.542 -3.712  C20 1.192
55 H 0.246 0.649 -4.294  C20 1.188
56 C -4.549 -2.802 -4.351  Cl57 1.772, Cl58 1.772, Cl59 1.772, H60 1.093
57 Cl -4.974 -2.492 -2.659  C56 1.772
58 Cl -2.789 -2.849 -4.552  C56 1.772
59 Cl -5.279 -4.317 -4.908  C56 1.772
60 H -4.944 -1.985 -4.961  C56 1.093
61 C -1.927 6.645 -0.981  Cl62 1.772, Cl63 1.772, Cl64 1.772, H65 1.093
62 Cl -2.691 5.521 0.157  C61 1.772
63 Cl -0.628 7.549 -0.185  C61 1.772
64 Cl -1.304 5.773 -2.392  C61 1.772
65 H -2.683 7.356 -1.322  C61 1.093
66 C -4.988 -3.430 3.555  Cl67 1.772, Cl68 1.772, Cl69 1.772, H70 1.093
67 Cl -6.304 -2.321 3.977  C66 1.772
68 Cl -4.834 -3.572 1.796  C66 1.772
69 Cl -3.462 -2.885 4.272  C66 1.772
70 H -5.226 -4.417 3.961  C66 1.093
71 C -1.223 -6.166 -5.821  Cl72 1.772, Cl73 1.772, Cl74 1.772, H75 1.093
72 Cl -1.096 -6.303 -7.583  C71 1.772
73 Cl -1.190 -7.770 -5.069  C71 1.772
74 Cl 0.081 -5.152 -5.180  C71 1.772
75 H -2.178 -5.692 -5.580  C71 1.093
76 C -6.708 -7.480 2.183  Cl77 1.772, Cl78 1.772, Cl79 1.772, H80 1.093
77 Cl -6.340 -7.354 0.454  C76 1.772
78 Cl -5.648 -8.669 2.959  C76 1.772
79 Cl -6.551 -5.900 2.969  C76 1.772
80 H -7.742 -7.818 2.291  C76 1.093
81 C 2.842 8.737 0.391  Cl82 1.772, Cl83 1.772, Cl84 1.772, H85 1.093
82 Cl 1.526 9.846 0.813  C81 1.772
83 Cl 2.997 8.596 -1.368  C81 1.772
84 Cl 4.368 9.282 1.108  C81 1.772
85 H 2.604 7.751 0.797  C81 1.093
86 C 5.490 6.115 -3.315  Cl87 1.772, Cl88 1.772, Cl89 1.772, H90 1.093
87 Cl 4.726 4.992 -2.177  C86 1.772
88 Cl 6.789 7.019 -2.519  C86 1.772
89 Cl 6.113 5.243 -4.727  C86 1.772
90 H 4.734 6.827 -3.656  C86 1.093
91 C 3.527 -2.509 -5.343  Cl92 1.772, Cl93 1.772, Cl94 1.772, H95 1.093
92 Cl 2.422 -1.196 -5.785  C91 1.772
93 Cl 5.152 -1.875 -5.028  C91 1.772
94 Cl 2.917 -3.387 -3.930  C91 1.772
95 H 3.586 -3.207 -6.183  C91 1.093
96 C -3.016 -5.053 7.666  Cl97 1.772, Cl98 1.772, Cl99 1.772, H100 1.093
97 Cl -4.373 -5.353 6.567  C96 1.772
98 Cl -1.509 -4.860 6.756  C96 1.772
99 Cl -3.329 -3.623 8.664  C96 1.772
100 H -2.911 -5.918 8.327  C96 1.093
101 C -8.172 0.733 2.838  Cl102 1.772, Cl103 1.772, Cl104 1.772, H105 1.093
102 Cl -7.332 1.322 1.393  C101 1.772
103 Cl -8.254 2.002 4.071  C101 1.772
104 Cl -9.797 0.162 2.423  C101 1.772
105 H -7.606 -0.108 3.246  C101 1.093
106 C -3.360 -8.498 -2.202  Cl107 1.772, Cl108 1.772, Cl109 1.772, H110 1.093
107 Cl -3.217 -9.046 -0.523  C106 1.772
108 Cl -4.418 -9.582 -3.122  C106 1.772
109 Cl -3.968 -6.835 -2.263  C106 1.772
110 H -2.366 -8.519 -2.656  C106 1.093
111 C -3.267 10.277 0.956  Cl112 1.772, Cl113 1.772, Cl114 1.772, H115 1.093
112 Cl -3.692 10.587 2.648  C111 1.772
113 Cl -1.507 10.230 0.755  C111 1.772
114 Cl -3.997 8.762 0.399  C111 1.772
115 H -3.662 11.094 0.347  C111 1.093
116 C -0.606 9.838 5.668  Cl117 1.772, Cl118 1.772, Cl119 1.772, H120 1.093
117 Cl -1.923 10.947 6.089  C116 1.772
118 Cl -0.452 9.696 3.908  C116 1.772
119 Cl 0.920 10.383 6.384  C116 1.772
120 H -0.844 8.851 6.073  C116 1.093
121 C 8.021 -0.222 -0.251  Cl122 1.772, Cl123 1.772, Cl124 1.772, H125 1.093
122 Cl 8.164 -0.770 1.428  C121 1.772
123 Cl 6.964 -1.305 -1.171  C121 1.772
124 Cl 7.413 1.442 -0.312  C121 1.772
125 H 9.015 -0.242 -0.705  C121 1.093
126 C 0.214 -9.366 2.116  Cl127 1.772, Cl128 1.772, Cl129 1.772, H130 1.093
127 Cl -0.031 -8.623 0.526  C126 1.772
128 Cl -1.343 -9.773 2.858  C126 1.772
129 Cl 1.234 -10.809 1.979  C126 1.772
130 H 0.723 -8.644 2.759  C126 1.093
131 C 4.129 -9.630 4.818  Cl132 1.772, Cl133 1.772, Cl134 1.772, H135 1.093
132 Cl 3.024 -8.317 4.376  C131 1.772
133 Cl 5.754 -8.996 5.133  C131 1.772
134 Cl 3.519 -10.508 6.231  C131 1.772
135 H 4.188 -10.327 3.979  C131 1.093
136 C 4.945 3.162 2.681  Cl137 1.772, Cl138 1.772, Cl139 1.772, H140 1.093
137 Cl 4.701 3.905 1.091  C136 1.772
138 Cl 3.388 2.755 3.423  C136 1.772
139 Cl 5.965 1.719 2.544  C136 1.772
140 H 5.455 3.884 3.324  C136 1.093
141 C 9.008 10.142 -2.595  Cl142 1.772, Cl143 1.772, Cl144 1.772, H145 1.093
142 Cl 8.058 10.919 -3.872  C141 1.772
143 Cl 10.702 9.982 -3.089  C141 1.772
144 Cl 8.886 11.058 -1.083  C141 1.772
145 H 8.603 9.141 -2.424  C141 1.093


Entry 2:
Below is 2 unconnected molecules or ions with the total composition CFIO in a non-equilibrium geometry, with properties calculated with wB97M-V/def2-TZVPD.

As for the charge: 0. The value obtained for the energy relative to the best compared isomer or geometry (same formula, charge and spin) is 28.0 kcal per mole. The value obtained for the LUMO energy is -1.5 eV. The value obtained for the HOMO energy is -0.3801 Ha. The energy is -13901.1698 eV.

Bonds (Å) are listed after each position.
Atoms and positions in Å:
1 C -1.474 0.313 0.019  O2 1.116
2 O -2.237 0.186 -0.785  C1 1.116
3 F 1.349 -0.452 1.173  I4 1.920
4 I 2.362 -0.047 -0.407  F3 1.920


Entry 3:
Below is 7 unconnected molecules or ions with the total composition C38H73Br14N3 in a non-equilibrium geometry, with properties calculated with wB97M-V/def2-TZVPD.

As for the charge: 0. The value obtained for the LUMO energy is 0.0 eV. The value obtained for the HOMO energy is -0.3520 Ha. The energy is -1025654.9393 eV.

Bonds (Å) are listed after each position.
Atoms and positions in Å:
1 C -0.996 3.193 0.108  C2 1.537, H28 1.093, H29 1.090, H30 1.090
2 C -0.618 4.051 -1.110  C1 1.537, C3 1.531, H31 1.093, H32 1.092
3 C 0.510 3.411 -1.923  C2 1.531, C4 1.531, H33 1.096, H34 1.094
4 C 1.889 3.516 -1.267  C3 1.531, C5 1.541, H35 1.092, H36 1.094
5 C 2.885 2.736 -2.147  C4 1.541, C6 1.537, H37 1.093, H38 1.096
6 C 4.352 3.132 -1.912  C5 1.537, C7 1.559, H39 1.089, H40 1.094
7 C 5.302 1.999 -2.406  C6 1.559, C8 1.545, H41 1.090, H42 1.092
8 C 6.144 1.480 -1.219  C7 1.545, C9 1.563, H43 1.093, H44 1.091
9 C 5.246 0.661 -0.238  C8 1.563, C10 1.541, H45 1.090, H46 1.092
10 C 5.818 -0.759 -0.059  C9 1.541, C11 1.554, H47 1.093, H48 1.090
11 C 4.843 -1.599 0.811  C10 1.554, C12 1.535, H49 1.091, H50 1.096
12 C 4.717 -3.055 0.341  C11 1.535, C13 1.538, H51 1.092, H52 1.092
13 C 3.749 -3.120 -0.854  C12 1.538, C14 1.536, H53 1.098, H54 1.094
14 C 3.732 -4.492 -1.544  C13 1.536, C15 1.548, H55 1.092, H56 1.095
15 C 3.294 -4.380 -3.024  C14 1.548, C16 1.549, H57 1.092, H58 1.094
16 C 1.758 -4.237 -3.171  C15 1.549, C17 1.553, H59 1.093, H60 1.093
17 C 1.284 -2.796 -3.505  C16 1.553, C18 1.531, H61 1.093, H62 1.091
18 C 0.186 -2.373 -2.525  C17 1.531, C19 1.550, H63 1.094, H64 1.091
19 C -1.095 -3.240 -2.622  C18 1.550, C20 1.531, H65 1.091, H66 1.095
20 C -2.387 -2.443 -2.822  C19 1.531, C21 1.535, H67 1.090, H68 1.093
21 C -2.976 -1.804 -1.557  C20 1.535, C22 1.478, C24 1.568, H69 1.093
22 C -2.057 -0.858 -0.888  C21 1.478, N23 1.152
23 N -1.198 -0.177 -0.535  C22 1.152
24 C -3.510 -2.832 -0.501  C21 1.568, N25 1.478, C26 1.477, H70 1.095
25 N -3.868 -4.145 -1.079  C24 1.478, H71 1.015, H72 1.015
26 C -2.589 -2.999 0.642  C24 1.477, N27 1.150
27 N -1.826 -2.918 1.498  C26 1.150
28 H -1.512 3.785 0.868  C1 1.093
29 H -0.124 2.757 0.596  C1 1.090
30 H -1.706 2.439 -0.233  C1 1.090
31 H -1.493 4.115 -1.764  C2 1.093
32 H -0.340 5.058 -0.791  C2 1.092
33 H 0.335 2.349 -2.129  C3 1.096
34 H 0.526 3.911 -2.896  C3 1.094
35 H 1.902 3.041 -0.283  C4 1.092
36 H 2.189 4.566 -1.191  C4 1.094
37 H 2.744 1.670 -1.952  C5 1.093
38 H 2.630 2.890 -3.202  C5 1.096
39 H 4.584 4.080 -2.396  C6 1.089
40 H 4.462 3.209 -0.827  C6 1.094
41 H 5.955 2.342 -3.208  C7 1.090
42 H 4.672 1.165 -2.724  C7 1.092
43 H 6.500 2.352 -0.665  C8 1.093
44 H 6.989 0.871 -1.546  C8 1.091
45 H 5.188 1.209 0.703  C9 1.090
46 H 4.251 0.528 -0.668  C9 1.092
47 H 5.875 -1.205 -1.055  C10 1.093
48 H 6.795 -0.676 0.417  C10 1.090
49 H 3.881 -1.090 0.895  C11 1.091
50 H 5.281 -1.615 1.816  C11 1.096
51 H 5.697 -3.405 0.010  C12 1.092
52 H 4.364 -3.672 1.170  C12 1.092
53 H 4.088 -2.343 -1.552  C13 1.098
54 H 2.752 -2.809 -0.528  C13 1.094
55 H 4.708 -4.975 -1.466  C14 1.092
56 H 2.958 -5.080 -1.041  C14 1.095
57 H 3.810 -3.515 -3.443  C15 1.092
58 H 3.630 -5.288 -3.532  C15 1.094
59 H 1.278 -4.565 -2.245  C16 1.093
60 H 1.457 -4.953 -3.940  C16 1.093
61 H 0.912 -2.769 -4.533  C17 1.093
62 H 2.145 -2.131 -3.424  C17 1.091
63 H 0.580 -2.489 -1.511  C18 1.094
64 H -0.017 -1.306 -2.625  C18 1.091
65 H -1.152 -3.937 -1.785  C19 1.091
66 H -0.974 -3.868 -3.512  C19 1.095
67 H -3.182 -3.049 -3.256  C20 1.090
68 H -2.180 -1.656 -3.552  C20 1.093
69 H -3.842 -1.210 -1.862  C21 1.093
70 H -4.410 -2.386 -0.065  C24 1.095
71 H -4.864 -4.120 -1.273  N25 1.015
72 H -3.803 -4.818 -0.323  N25 1.015
73 Br -2.663 1.805 3.675  C74 1.946
74 C -1.648 0.156 3.485  Br73 1.946, C75 1.502, H77 1.085, H78 1.089
75 C -2.387 -1.023 4.052  C74 1.502, Br76 1.967, H79 1.083, H80 1.086
76 Br -2.342 -1.085 6.018  C75 1.967, Br89 2.756
77 H -0.684 0.329 3.950  C74 1.085
78 H -1.514 0.022 2.412  C74 1.089
79 H -1.914 -1.940 3.725  C75 1.083
80 H -3.436 -1.027 3.772  C75 1.086
81 Br -6.719 0.069 2.252  C82 1.948
82 C -6.454 0.195 4.178  Br81 1.948, C83 1.505, H85 1.086, H86 1.089
83 C -6.908 -1.053 4.887  C82 1.505, Br84 1.947, H87 1.088, H88 1.085
84 Br -8.849 -1.129 5.023  C83 1.947
85 H -6.978 1.087 4.507  C82 1.086
86 H -5.382 0.339 4.310  C82 1.089
87 H -6.548 -1.058 5.914  C83 1.088
88 H -6.590 -1.963 4.390  C83 1.085
89 Br -3.206 -3.576 5.213  Br76 2.756, C90 1.964
90 C -3.667 -5.289 4.370  Br89 1.964, C91 1.507, H93 1.086, H94 1.090
91 C -4.645 -6.077 5.203  C90 1.507, Br92 1.946, H95 1.088, H96 1.086
92 Br -3.775 -6.907 6.734  C91 1.946
93 H -2.734 -5.819 4.202  C90 1.086
94 H -4.112 -5.028 3.411  C90 1.090
95 H -5.062 -6.903 4.631  C91 1.088
96 H -5.452 -5.466 5.594  C91 1.086
97 Br 6.543 -2.404 -4.365  C98 1.946
98 C 7.617 -4.014 -4.571  Br97 1.946, C99 1.506, H101 1.085, H102 1.088
99 C 6.997 -5.196 -3.873  C98 1.506, Br100 1.944, H103 1.088, H104 1.086
100 Br 7.258 -5.097 -1.950  C99 1.944
101 H 8.607 -3.778 -4.196  C98 1.085
102 H 7.667 -4.189 -5.643  C98 1.088
103 H 7.485 -6.118 -4.184  C99 1.088
104 H 5.928 -5.278 -4.043  C99 1.086
105 Br -3.072 6.822 1.460  C106 1.945
106 C -1.956 7.120 3.026  Br105 1.945, C107 1.505, H109 1.085, H110 1.088
107 C -0.563 7.539 2.640  C106 1.505, Br108 1.943, H111 1.088, H112 1.085
108 Br 0.478 6.026 2.004  C107 1.943
109 H -1.974 6.202 3.604  C106 1.085
110 H -2.451 7.911 3.586  C106 1.088
111 H -0.024 7.917 3.507  C107 1.088
112 H -0.548 8.287 1.854  C107 1.085
113 Br 1.641 6.086 -4.022  C114 1.944
114 C 1.230 6.420 -5.892  Br113 1.944, C115 1.505, H117 1.085, H118 1.088
115 C -0.255 6.411 -6.137  C114 1.505, Br116 1.946, H119 1.088, H120 1.085
116 Br -0.964 4.599 -6.152  C115 1.946
117 H 1.759 5.670 -6.471  C114 1.085
118 H 1.645 7.402 -6.109  C114 1.088
119 H -0.482 6.817 -7.120  C115 1.088
120 H -0.809 6.959 -5.382  C115 1.085
121 Br -9.795 2.728 5.639  C122 1.944
122 C -8.398 3.160 6.920  Br121 1.944, C123 1.505, H125 1.086, H126 1.088
123 C -7.639 4.397 6.523  C122 1.505, Br124 1.945, H127 1.088, H128 1.085
124 Br -6.392 4.033 5.076  C123 1.945
125 H -7.763 2.283 6.999  C122 1.086
126 H -8.915 3.317 7.865  C122 1.088
127 H -7.026 4.749 7.350  C123 1.088
128 H -8.286 5.201 6.187  C123 1.085


Which of these has the highest energy?
CFIO